Record 1
{
  "formula": "C3H3NO3",
  "method": "wB97M-V/def2-TZVPD",
  "elements": ["O", "O", "O", "N", "C", "C", "C", "H", "H", "H"],
  "positions_angstrom": [[1.17191, 2.49700, 0.62714], [3.18103, -0.47162, 0.04636], [-0.49538, -1.62375, 0.72669], [-0.59471, -0.28698, 0.38723], [0.84277, 1.63440, -0.16822], [0.40194, 0.39961, 0.11634], [2.41188, -1.33797, -0.06120], [0.36594, -1.93647, 0.41127], [1.27084, 1.69427, -1.27038], [-1.54096, 0.17543, 0.64876]],
  "homo_energy_ev": -9.050,
  "e_above_lowest_kcal_mol": 130.09
}


Record 2
{
  "formula": "C5H8N",
  "method": "wB97M-V/def2-TZVPD",
  "elements": ["N", "C", "C", "C", "C", "C", "H", "H", "H", "H", "H", "H", "H", "H"],
  "positions_angstrom": [[-0.25248, 0.46818, 2.16584], [1.87651, 1.17661, -1.00359], [-0.72090, -0.52570, -0.13672], [-1.57009, -1.50249, -0.76304], [0.49548, 0.33587, -0.35623], [-0.13907, 0.21268, 0.89344], [2.24501, 1.75803, -0.17154], [0.37417, 1.09344, 2.65018], [-1.01839, -2.04367, -1.53445], [-0.98679, 0.02737, 2.70019], [1.51215, 1.78571, -1.81542], [-1.97779, -2.19575, -0.03039], [-2.40337, -1.00422, -1.26351], [2.56555, 0.41395, -1.33476]],
  "homo_energy_ev": -15.035,
  "smiles": "Cc1c(C)c1=[NH2+]",
  "e_above_lowest_kcal_mol": 55.36,
  "charge": 1
}


Record 3
{
  "formula": "C34H60BN10O2P",
  "method": "wB97M-V/def2-TZVPD",
  "elements": ["P", "O", "O", "N", "N", "N", "N", "N", "N", "N", "N", "N", "N", "C", "C", "C", "C", "C", "C", "C", "C", "C", "C", "C", "C", "C", "C", "C", "C", "C", "C", "C", "C", "C", "C", "C", "C", "C", "C", "C", "C", "C", "C", "C", "C", "C", "C", "B", "H", "H", "H", "H", "H", "H", "H", "H", "H", "H", "H", "H", "H", "H", "H", "H", "H", "H", "H", "H", "H", "H", "H", "H", "H", "H", "H", "H", "H", "H", "H", "H", "H", "H", "H", "H", "H", "H", "H", "H", "H", "H", "H", "H", "H", "H", "H", "H", "H", "H", "H", "H", "H", "H", "H", "H", "H", "H", "H", "H"],
  "positions_angstrom": [[0.98692, 4.00464, 0.46851], [-1.42332, 1.80533, -0.37434], [-3.51609, 2.57860, -0.33106], [-0.14511, -1.61424, 2.34665], [-7.97383, 1.92607, -4.70892], [-3.12291, -0.80738, -4.08838], [1.04508, -9.26807, 0.81411], [4.97487, -1.58489, 3.04616], [5.16645, -3.95531, 6.07316], [-6.34411, -3.42434, -8.23806], [1.95958, 2.64752, -5.00165], [4.14518, -6.19190, -0.04759], [-4.10157, 6.39907, 5.37679], [5.22778, -2.86883, 6.44516], [-8.26715, 1.93438, -3.59673], [2.56540, 1.67017, -5.02698], [0.62731, -1.28779, 3.13470], [3.50608, 1.32892, -0.95118], [2.90441, 1.44153, 1.48160], [-1.63143, 5.00071, 0.89424], [4.59326, 0.28084, -0.67699], [-4.44229, 6.10372, 4.31882], [-4.71806, 1.24755, -4.27117], [5.94006, -3.97508, 2.67740], [-0.02061, 2.90567, 2.95364], [-3.83292, 0.09396, -4.18021], [1.60868, -0.86415, 4.12498], [-3.28697, -0.33723, 1.09497], [-2.77088, 1.63339, -0.36795], [-0.84608, 1.58289, -1.69349], [3.32821, 0.42831, -5.04485], [2.92137, -7.17480, 2.03528], [-5.57260, -2.73082, -7.74159], [3.61453, -6.62106, 0.88051], [-4.87286, 5.73023, 2.97772], [-8.63834, 1.94616, -2.18750], [0.93085, 3.93123, 2.30622], [-3.24224, 0.20774, -0.34010], [0.57418, 2.13515, -1.79295], [4.04344, -1.13516, -0.48223], [5.42330, -2.63017, 2.87117], [-4.59390, -1.85556, -7.10864], [5.32209, -1.48905, 6.90141], [2.33058, 1.29897, 0.06941], [0.70029, -8.86794, -0.20775], [-0.51472, 4.87490, -0.14646], [0.26197, -8.35836, -1.49982], [1.29492, 2.39949, -0.38980], [2.70773, -8.22575, 1.85390], [5.08670, -1.43319, 7.96238], [-4.24766, 0.21698, -0.76470], [3.57043, -1.47695, -1.40791], [3.14849, 1.20075, -1.97580], [5.15883, 0.56937, 0.21394], [-0.30581, 2.13256, 2.23787], [-4.52404, -2.07825, -6.04630], [-3.30635, -1.42735, 1.07066], [6.33121, -1.11698, 6.73728], [2.73049, -0.36520, -5.48911], [1.31234, -1.20484, 5.11567], [2.08108, 1.40939, 2.20012], [3.59092, 0.64050, 1.75736], [2.58740, -1.27516, 3.87754], [0.95934, -8.67400, -2.27309], [3.59662, 0.14605, -4.02782], [6.12005, -4.43346, 3.64914], [1.98121, -6.64777, 2.18478], [-4.15257, 2.11837, -4.59833], [3.30531, -1.16282, 0.31754], [-0.89998, 4.34067, -1.01501], [3.53519, -7.06842, 2.92925], [1.95906, 3.78199, 2.63263], [-0.85829, 0.51138, -1.90173], [4.62279, -0.87070, 6.34190], [0.67206, 4.93922, 2.64072], [-4.53493, 6.47524, 2.26012], [1.14886, 1.37491, -2.32718], [1.84723, 0.31918, -0.03790], [1.67647, 0.22205, 4.12269], [-2.51082, 5.45619, 0.43468], [-2.43096, -0.01246, 1.68589], [6.86858, -3.94366, 2.11052], [-5.95850, 5.66536, 2.94155], [-2.59928, -0.39473, -0.98278], [0.47840, 2.41012, 3.79170], [-5.15308, 1.45432, -3.29516], [0.22859, -7.27090, -1.47421], [-0.23523, 5.87883, -0.47379], [-5.52120, 1.05585, -4.97987], [3.40452, 2.40893, 1.57832], [-9.67540, 2.25847, -2.08318], [-3.61632, -2.00337, -7.56286], [0.59452, 3.01975, -2.43461], [-0.72930, -8.74357, -1.72991], [-1.31290, 5.58341, 1.75948], [3.95867, 2.32570, -0.89116], [-1.93983, 4.01349, 1.24036], [-4.21302, -0.01990, 1.57641], [5.31508, 0.27348, -1.50008], [-0.91771, 3.37873, 3.35123], [-7.99981, 2.63973, -1.64336], [-4.89166, -0.81637, -7.23798], [-8.52285, 0.94880, -1.76761], [5.21400, -4.57071, 2.12578], [4.23680, 0.56142, -5.62870], [-1.49694, 2.06470, -2.43032], [-4.44735, 4.76496, 2.70844], [4.85409, -1.81928, -0.22556]],
  "homo_energy_ev": -7.677,
  "smiles": "CCC[C@@H](C)B(CCOC(=O)CC)P(CC)CC.CC#N.CC#N.CC#N.CC#N.CC#N.CC#N.CC#N.CC#N.CC#N.CC#N",
  "e_above_lowest_kcal_mol": 0.00
}


Record 4
{
  "formula": "C6H13N3",
  "method": "wB97M-V/def2-TZVPD",
  "elements": ["N", "N", "N", "C", "C", "C", "C", "C", "C", "H", "H", "H", "H", "H", "H", "H", "H", "H", "H", "H", "H", "H"],
  "positions_angstrom": [[1.61375, 2.23673, 0.96563], [1.25207, -2.37306, -2.40639], [-1.19263, -1.17406, 0.86081], [0.43718, 1.51415, 1.06450], [-0.61201, -0.61247, -0.19055], [0.86678, -2.23034, -1.22390], [0.77166, -0.41705, -0.21351], [-1.47020, -0.13670, -1.31354], [-0.45936, 1.72937, 2.04196], [-2.43344, -0.64705, -1.34307], [-2.19435, -1.26354, 0.90428], [-0.69525, -1.18760, 1.74047], [0.87290, -3.09578, -0.54300], [1.39717, -0.72311, 0.60861], [2.06281, 2.26435, 0.06434], [-0.96867, -0.26952, -2.26998], [1.21280, 0.15865, -1.00942], [-1.37342, 1.15076, 2.12103], [-0.35023, 2.52529, 2.78743], [-1.63666, 0.93172, -1.14919], [1.21611, -1.50543, -2.95474], [1.68301, 3.12470, 1.45826]],
  "homo_energy_ev": [-6.115, -6.118],
  "e_above_lowest_kcal_mol": 144.25
}


Record 5
{
  "formula": "C23H72O16",
  "method": "wB97M-V/def2-TZVPD",
  "elements": ["O", "O", "O", "O", "O", "O", "O", "O", "O", "O", "O", "O", "O", "O", "O", "O", "C", "C", "C", "C", "C", "C", "C", "C", "C", "C", "C", "C", "C", "C", "C", "C", "C", "C", "C", "C", "C", "C", "C", "H", "H", "H", "H", "H", "H", "H", "H", "H", "H", "H", "H", "H", "H", "H", "H", "H", "H", "H", "H", "H", "H", "H", "H", "H", "H", "H", "H", "H", "H", "H", "H", "H", "H", "H", "H", "H", "H", "H", "H", "H", "H", "H", "H", "H", "H", "H", "H", "H", "H", "H", "H", "H", "H", "H", "H", "H", "H", "H", "H", "H", "H", "H", "H", "H", "H", "H", "H", "H", "H", "H", "H"],
  "positions_angstrom": [[0.42157, -3.94183, 1.63018], [1.81307, 0.26642, 0.19140], [4.85639, -3.11018, -1.18118], [-2.87734, -1.07712, -0.52250], [2.08174, 2.56130, -1.39366], [-1.26803, -4.57313, -3.95301], [0.60190, 6.21938, 1.60571], [-1.86517, -2.43572, 1.82960], [1.95641, -3.97050, -0.65564], [-3.34800, 4.17593, 4.29679], [4.94032, 0.66227, 0.83181], [0.94811, -0.75159, -4.02237], [3.60048, 3.49685, 3.97376], [-2.28214, 4.15499, -1.57473], [-1.26163, -2.04326, -2.59447], [-0.42791, 2.25144, -0.12602], [1.43065, 2.10512, -2.59494], [2.13714, -2.05563, -5.67102], [-0.29228, 1.22773, 0.84051], [3.69550, -2.88392, -1.96373], [2.29238, 3.02034, 3.72408], [0.89279, 5.69779, 0.31359], [-3.47498, 0.20078, -0.70780], [-0.30587, -4.26875, -2.94698], [-1.28399, -2.13188, 4.14856], [0.11378, -5.28503, 2.10038], [-3.59409, 3.60902, -1.69910], [-2.36701, 4.49741, 3.28538], [0.41348, -0.00661, 0.29702], [-0.90699, -3.28936, -1.96155], [4.94283, -0.65858, 1.31383], [-4.67628, 0.09945, -1.62685], [1.07667, -1.03266, -5.40903], [-4.20779, 3.45472, -0.32107], [2.49339, -2.71087, -1.07231], [-1.22852, 3.51084, 3.41612], [-0.95107, -5.87179, 1.19577], [-2.23432, -1.77180, 3.03032], [2.36311, 1.49883, 3.81045], [4.65465, -1.40642, 0.57240], [-2.20198, -1.86646, 1.11163], [1.44842, 6.46227, -0.24040], [-2.78806, 4.53203, 2.27987], [-0.60426, -5.98710, 0.17184], [-1.52909, 2.54413, 3.01485], [-5.33978, -0.67882, -1.25003], [-4.38923, -0.17071, -2.64382], [-1.52252, -1.67296, 5.10508], [3.74433, 4.33208, 3.52029], [1.91404, 1.04627, -0.38662], [3.13212, -1.71515, -5.37406], [2.61892, 3.29189, -1.72273], [0.85684, 1.19811, -2.42474], [-0.26382, -1.88329, 3.84700], [-2.20664, -0.68060, 2.92265], [-0.42836, -3.44452, 1.68690], [4.04646, 0.94901, 0.62682], [-5.19740, 1.05824, -1.67314], [0.12313, -1.32820, -5.86326], [-1.17636, -6.90220, 1.50500], [-2.70524, 0.86157, -1.12844], [-0.44741, 3.95217, 2.78663], [-0.02017, 5.47739, -0.24605], [1.52103, -3.81153, 0.20330], [-1.25578, 0.93455, 1.27123], [-3.66561, 2.68963, 0.23679], [-4.20890, 4.46022, 3.97429], [5.64750, -3.03913, -1.71753], [2.66107, -2.12894, -0.16386], [0.65505, 2.82712, -2.88554], [-1.87836, -3.68477, -1.62845], [-1.89544, -5.33123, 1.24959], [-3.50572, 2.64845, -2.21919], [-2.25909, -1.33249, -1.23625], [0.04666, -5.18275, -2.47138], [2.76087, 1.13903, 4.75663], [1.05672, -5.80336, 1.92650], [1.67769, -2.16957, -1.56889], [-1.31736, -3.21594, 4.30090], [2.26509, -2.19641, -6.75439], [-5.25516, 3.13822, -0.39442], [-1.05491, -5.41610, -4.35453], [5.94807, -0.92858, 1.63696], [0.45081, 2.53358, -0.41676], [-1.99236, 5.48453, 3.58731], [-3.71071, 0.62050, 0.27018], [4.29064, -0.81077, 2.18096], [3.51652, -3.75919, -2.60360], [1.50651, 4.80355, 0.39169], [3.84491, -2.01684, -2.61453], [1.98048, -3.04831, -5.24804], [-0.28035, -3.15266, -1.08708], [-4.21837, 4.21120, -2.35892], [0.02090, -0.29971, -0.68574], [-0.82277, 3.41861, 4.41981], [2.99426, 1.10760, 3.00920], [-3.24414, -2.07054, 3.33816], [-1.71044, 3.47163, -1.20203], [-1.85812, -2.24581, -3.32825], [1.39225, 1.03408, 3.60920], [1.57124, 3.42237, 4.44600], [-0.04762, 6.92124, 1.52592], [0.26198, 1.63905, 1.69139], [1.89489, 3.31871, 2.74597], [0.55408, -3.77259, -3.41728], [0.36002, -1.33576, -3.52305], [1.39086, -0.06985, -5.82487], [0.23989, -0.87557, 0.93603], [-0.13222, -5.27976, 3.16085], [2.09219, 1.96310, -3.44834], [-4.22561, 4.38202, 0.24909]],
  "homo_energy_ev": -9.435
}


Record 6
{
  "formula": "C5H10NO",
  "method": "wB97M-V/def2-TZVPD",
  "elements": ["O", "N", "C", "C", "C", "C", "C", "H", "H", "H", "H", "H", "H", "H", "H", "H", "H"],
  "positions_angstrom": [[3.07013, 0.35663, 0.20308], [-2.86549, -1.27117, 0.12798], [0.67236, -0.06913, -0.34796], [-1.95688, -0.42868, -0.16647], [1.86795, 0.09261, 0.67959], [-0.65490, -0.10717, 0.34248], [-1.93485, 0.85864, -0.80921], [0.76758, -0.90949, -1.02675], [-1.12354, 1.22264, -1.41577], [1.79370, -0.77339, 1.40301], [-3.67670, -1.29442, -0.47564], [1.37453, 0.92369, 1.26820], [-0.68437, 0.13153, 1.40865], [0.72177, 0.90206, -0.84093], [-2.91723, 1.28201, -1.01267], [5.35409, 0.96850, 0.03869], [5.96851, 1.41163, 0.04612]],
  "homo_energy_ev": -3.034,
  "e_above_lowest_kcal_mol": 91.94,
  "charge": -1
}